# 1
DFT (ωB97M-V/def2-TZVPD) results for a molecular structure, C11H26MnN5O2S2.

```
! wB97M-V def2-TZVPD RIJCOSX def2/J DEFGRID3
* xyz 1 6
Mn 0.40 0.47 -0.05
C -1.68 1.98 2.00
C -2.67 1.25 1.07
N -1.99 0.71 -0.11
C -2.56 -0.54 -0.63
C -2.38 -1.71 0.33
S -0.76 -1.78 1.17
C -1.12 -1.06 2.82
C -0.36 0.21 3.15
N -0.41 1.26 2.12
H -2.15 2.12 2.98
H -1.47 2.96 1.58
H -3.48 1.93 0.80
H -3.13 0.42 1.61
H -2.03 1.39 -0.87
H -2.06 -0.74 -1.57
H -3.63 -0.44 -0.84
H -2.45 -2.64 -0.23
H -3.14 -1.74 1.12
H -0.84 -1.83 3.54
H -2.20 -0.93 2.88
H 0.69 -0.03 3.31
H -0.77 0.59 4.10
H 0.31 1.93 2.37
N 1.00 2.65 -0.84
C 0.77 2.95 -2.28
C 1.06 1.73 -3.16
C 0.10 0.62 -2.72
O -1.07 0.68 -3.06
O 0.61 -0.26 -1.92
H 0.66 3.43 -0.29
H 2.00 2.61 -0.68
H 1.38 3.79 -2.60
H -0.28 3.22 -2.41
H 2.09 1.41 -3.04
H 0.87 1.99 -4.20
C 2.65 -4.01 -0.54
N 2.56 -2.83 0.30
C 2.80 -1.60 -0.11
N 3.27 -1.41 -1.34
S 2.62 -0.27 0.97
H 2.38 -4.88 0.04
H 3.68 -4.15 -0.90
H 1.98 -3.94 -1.40
H 2.20 -2.93 1.23
H 3.22 -2.14 -2.03
H 3.34 -0.47 -1.68
*
```

Values from the calculation:
Frontier orbital gap (alpha / beta)   8.879 / 9.591 eV
Energy above the lowest of the compared OMol25 structures with the same formula, charge and spin   7.8 kJ/mol
Electronic energy   -76363.63815 eV
E_LUMO (alpha / beta)   -2.3 / -2.3 eV



# 2
DFT (ωB97M-V/def2-TZVPD) results for a molecular structure, C11H26N4O7SYb in a non-equilibrium geometry.

```
! wB97M-V def2-TZVPD RIJCOSX def2/J DEFGRID3
* xyz 1 2
O 0.08 3.41 -2.32
H -0.21 3.98 -3.05
Yb 0.28 0.60 -0.81
N 0.44 -1.94 -1.38
N -0.76 -0.32 -2.73
N 1.44 0.39 1.32
N 0.44 2.63 0.58
O 1.09 -2.68 -0.54
O 1.70 -0.90 1.82
O -0.03 3.89 0.25
O -1.58 0.63 -2.50
C -1.26 -1.60 -2.87
C -0.47 -2.55 -2.20
C 1.44 1.33 2.27
C 0.79 2.57 1.86
C -0.68 -4.01 -2.28
H -1.01 -4.41 -1.32
H 0.27 -4.49 -2.56
H -1.42 -4.26 -3.04
C -2.50 -1.83 -3.64
H -2.53 -1.16 -4.51
H -3.39 -1.65 -3.03
H -2.53 -2.87 -3.99
C 1.96 1.17 3.66
C 0.59 3.74 2.76
H 2.68 0.34 3.72
H 1.14 0.97 4.38
H 2.46 2.10 3.96
H -0.23 4.36 2.38
H 1.50 4.36 2.80
H 0.36 3.42 3.79
H 1.58 -1.51 1.05
H -0.05 3.87 -0.76
C 1.09 2.49 -2.81
H 0.63 1.58 -3.22
H 1.80 2.26 -2.01
H 1.68 2.94 -3.62
O 2.60 -0.10 -1.53
H 3.34 0.09 -0.92
H 2.48 -1.07 -1.57
C -1.59 -0.56 3.16
S -2.13 -1.14 1.54
C -1.50 -2.83 1.72
O -1.25 -0.44 0.52
H -0.51 -0.69 3.25
H -2.13 -1.13 3.93
H -1.87 0.50 3.23
H -1.82 -3.41 0.85
H -0.41 -2.82 1.81
H -1.96 -3.25 2.63
*
```

Values from the calculation:
Frontier orbital gap (alpha / beta)   6.596 / 6.133 eV
Energy above the lowest of the compared OMol25 structures with the same formula, charge and spin   0.0 kJ/mol
Electronic energy   -74475.94726 eV
E_LUMO (alpha / beta)   -3.4 / -3.5 eV



# 3
DFT (ωB97M-V/def2-TZVPD) results for 2 unconnected molecules or ions with the total composition C11H26NO2SSi in a non-equilibrium geometry.

```
! wB97M-V def2-TZVPD RIJCOSX def2/J DEFGRID3
* xyz 1 1
C 2.06 -0.18 -4.91
Si 2.42 -1.34 -3.50
C 2.53 -0.37 -1.90
O 3.70 -2.33 -3.75
S 0.68 -2.60 -3.34
H 1.85 -0.77 -5.80
H 1.18 0.41 -4.64
H 2.88 0.50 -5.12
H 2.34 -1.01 -1.04
H 1.73 0.37 -1.95
H 3.46 0.19 -1.78
H 4.54 -2.01 -3.40
H 1.25 -3.58 -2.64
C 0.00 0.02 3.32
C 0.08 0.92 2.07
C -0.87 2.11 2.21
C -2.34 1.73 2.12
C -2.66 0.98 0.83
C -1.78 -0.25 0.59
N -0.34 0.20 0.78
O 0.09 0.73 -0.19
C -2.13 -1.39 1.57
C -1.98 -0.82 -0.81
C 1.55 1.32 1.95
H 0.72 0.37 4.05
H -0.97 0.05 3.81
H 0.24 -1.02 3.10
H -0.63 2.86 1.45
H -0.66 2.58 3.18
H -2.64 1.13 2.98
H -2.95 2.64 2.17
H -3.70 0.65 0.82
H -2.54 1.67 -0.02
H -1.43 -2.22 1.46
H -3.12 -1.76 1.33
H -2.15 -1.09 2.61
H -1.85 -0.07 -1.59
H -3.00 -1.19 -0.88
H -1.30 -1.65 -1.00
H 2.17 0.43 1.89
H 1.84 1.87 2.85
H 1.77 1.94 1.09
*
```

Values from the calculation:
Frontier orbital gap   5.345 eV
Electronic energy   -36120.69106 eV
E_LUMO   -6.4 eV



# 4
DFT (ωB97M-V/def2-TZVPD) results for 2 unconnected molecules or ions with the total composition C11H27BNO5P.

```
! wB97M-V def2-TZVPD RIJCOSX def2/J DEFGRID3
* xyz 0 1
C -2.39 1.16 2.57
C -2.32 -0.34 2.74
O -2.07 -0.83 3.82
O -2.65 -1.13 1.70
C -2.26 -0.75 0.37
C -0.75 -0.77 0.23
C -0.20 -0.28 -1.11
C -0.77 -0.95 -2.37
C -1.35 0.03 -3.41
P -3.08 0.57 -2.99
O -3.90 0.44 -4.44
B -3.01 2.43 -2.52
N -1.82 3.10 -2.00
O -4.22 3.11 -2.58
H -2.16 1.52 1.57
H -1.68 1.61 3.27
H -3.40 1.49 2.82
H -2.73 -1.49 -0.27
H -2.70 0.22 0.10
H -0.43 -1.80 0.42
H -0.29 -0.16 1.02
H -0.32 0.81 -1.16
H 0.88 -0.45 -1.07
H 0.06 -1.46 -2.88
H -1.51 -1.71 -2.12
H -1.37 -0.43 -4.40
H -0.68 0.90 -3.48
H -3.94 1.29 -4.89
H -1.73 3.19 -1.00
H -0.96 2.70 -2.36
H -4.59 3.35 -1.72
C 5.70 -1.29 1.30
C 4.65 -0.21 1.07
O 3.40 -0.72 0.64
C 2.75 -1.59 1.54
C 2.39 -0.96 2.87
H 5.78 -1.93 0.43
H 6.67 -0.82 1.48
H 5.47 -1.91 2.17
H 4.98 0.46 0.28
H 4.53 0.40 1.97
H 3.34 -2.50 1.70
H 1.83 -1.90 1.03
H 3.27 -0.74 3.48
H 1.75 -1.63 3.45
H 1.85 -0.02 2.72
*
```

Values from the calculation:
Frontier orbital gap   8.661 eV
Electronic energy   -33539.13588 eV
SMILES   CC(=O)OCCCCCP(O)B(N)O.CCOCC
E_LUMO   0.1 eV



# 5
DFT (ωB97M-V/def2-TZVPD) results for a molecular structure, C11H27ClILaO4P2 in a non-equilibrium geometry.

```
! wB97M-V def2-TZVPD RIJCOSX def2/J DEFGRID3
* xyz 2 1
C -4.40 1.58 -3.71
I -3.55 1.42 -1.69
H -3.95 0.83 -4.35
H -4.18 2.59 -4.06
H -5.48 1.43 -3.61
La -0.80 -0.25 -1.48
P -2.25 -1.61 0.69
C -3.44 -1.09 1.96
C -3.35 -2.50 -0.49
H -0.74 -3.51 0.85
H -2.19 -3.71 1.89
H -0.86 -2.64 2.41
C -1.43 -3.00 1.54
H -2.77 -3.02 -1.26
H -3.91 -3.23 0.11
H -4.03 -1.95 2.30
H -4.11 -0.32 1.56
H -4.05 -1.80 -0.97
H -2.90 -0.66 2.82
C -1.28 0.97 0.65
O -1.60 1.67 1.53
Cl 0.55 -2.41 -1.89
C 1.77 3.98 -1.70
C 0.84 3.08 -0.92
O 1.64 2.28 0.02
P 1.29 0.70 0.40
O 2.75 -0.01 0.19
C 3.97 0.47 -0.43
C 4.52 -0.63 -1.30
O 1.19 0.73 2.02
C 1.82 -0.17 2.97
C 2.00 -1.59 2.50
H 2.26 4.72 -1.05
H 1.17 4.52 -2.44
H 2.54 3.41 -2.24
H 0.11 3.66 -0.33
H 0.28 2.43 -1.62
H 3.77 1.37 -1.04
H 4.66 0.74 0.38
H 3.72 -1.15 -1.83
H 5.22 -0.21 -2.03
H 5.07 -1.35 -0.70
H 2.77 0.28 3.27
H 1.15 -0.14 3.85
H 2.90 -1.68 1.89
H 2.15 -2.22 3.38
H 1.14 -1.97 1.95
*
```

Values from the calculation:
Frontier orbital gap   7.912 eV
Electronic energy   -60083.00552 eV
E_LUMO   -7.8 eV



# 6
DFT (ωB97M-V/def2-TZVPD) results for a molecular structure, C11H27ClIN2P2Ru in a non-equilibrium geometry.

```
! wB97M-V def2-TZVPD RIJCOSX def2/J DEFGRID3
* xyz 2 6
C -0.41 -1.90 -0.90
I -1.42 1.29 2.48
H -0.80 -2.81 -0.44
H 0.67 -2.12 -1.11
H -0.86 -1.78 -1.90
Ru -0.11 -0.16 0.22
P 1.13 -1.32 1.62
C 2.84 -0.75 1.47
C 0.78 -1.32 3.41
H 1.48 -2.03 3.87
H 2.07 -3.45 2.09
H -0.25 -1.66 3.60
H 0.40 -3.64 1.44
H 2.94 0.28 1.83
H 0.93 -0.32 3.82
C 1.35 -3.12 1.33
H 3.45 -1.42 2.09
H 1.77 -3.27 0.32
H 3.14 -0.82 0.42
P -2.22 0.35 -0.62
C -2.11 1.79 -1.75
C -3.14 -0.84 -1.69
H -3.88 0.13 1.19
H -4.56 0.95 -0.25
H -3.49 1.85 0.86
C -3.69 0.87 0.41
H -3.36 -1.76 -1.12
H -4.07 -0.36 -1.98
H -3.13 2.05 -2.06
H -1.51 1.53 -2.63
H -2.55 -1.08 -2.59
H -1.66 2.63 -1.21
Cl -1.80 -1.53 1.47
C 1.94 2.61 0.65
C 1.79 1.96 -0.67
N 1.08 0.89 -1.02
C 1.17 0.69 -2.39
C 1.98 1.68 -2.89
N 2.36 2.46 -1.80
H 1.70 3.68 0.56
H 1.22 2.20 1.41
H 3.00 2.57 1.01
H 0.61 -0.11 -2.86
H 2.27 1.88 -3.91
H 2.95 3.28 -1.80
*
```

Values from the calculation:
Frontier orbital gap (alpha / beta)   6.560 / 6.376 eV
Energy above the lowest of the compared OMol25 structures with the same formula, charge and spin   0.0 kJ/mol
Electronic energy   -56590.31841 eV
E_LUMO (alpha / beta)   -7.2 / -9.6 eV



# 7
DFT (ωB97M-V/def2-TZVPD) results for a molecular structure, C11H27HgN3O7 in a non-equilibrium geometry.

```
! wB97M-V def2-TZVPD RIJCOSX def2/J DEFGRID3
* xyz -2 1
Hg 0.16 1.43 -0.40
O -1.00 3.00 -1.51
H -1.16 3.93 -1.38
O 1.96 2.69 -0.18
H 2.84 2.49 0.14
O -1.63 0.04 -0.57
C -2.05 -1.22 -0.88
C -3.53 -1.53 -1.12
O -4.24 -0.73 -1.89
H -1.70 -1.91 -0.03
H -1.48 -1.67 -1.75
H -4.02 -1.68 -0.10
H -3.55 -2.60 -1.53
C 2.04 -0.45 -2.90
O 1.27 0.21 -2.28
N 3.34 -0.09 -3.12
C 3.84 1.18 -2.61
C 4.08 -0.71 -4.19
H 1.82 -1.45 -3.32
H 3.91 1.90 -3.44
H 4.82 1.02 -2.17
H 3.10 1.59 -1.90
H 3.82 -0.26 -5.16
H 5.15 -0.60 -4.01
H 3.84 -1.77 -4.25
C 0.69 -1.57 1.43
O 1.12 -0.57 0.88
N 0.71 -2.80 0.87
C -0.05 -3.87 1.48
C 1.14 -2.95 -0.50
H 0.24 -1.49 2.43
H -0.79 -4.23 0.76
H -0.58 -3.50 2.36
H 0.64 -4.65 1.82
H 2.16 -2.58 -0.60
H 1.14 -4.02 -0.74
H 0.48 -2.41 -1.18
C -1.64 1.52 2.71
O -0.94 1.72 1.77
N -2.33 2.51 3.37
C -3.00 2.28 4.60
C -2.27 3.86 2.86
H -1.84 0.52 3.14
H -3.18 1.21 4.75
H -3.97 2.79 4.63
H -2.43 2.68 5.45
H -3.27 4.32 2.96
H -1.64 4.51 3.49
H -2.01 3.94 1.81
*
```

Values from the calculation:
Frontier orbital gap   3.332 eV
Electronic energy   -34815.68866 eV
E_LUMO   4.5 eV



# 8
DFT (ωB97M-V/def2-TZVPD) results for a molecular structure, C11H27N3O3Pt in a non-equilibrium geometry.

```
! wB97M-V def2-TZVPD RIJCOSX def2/J DEFGRID3
* xyz 4 5
Pt -0.87 -0.09 1.06
C -3.66 0.79 0.34
O -2.62 -0.14 -0.13
C -2.92 -1.56 -0.06
C -2.17 -2.43 1.07
O -1.59 -1.65 2.14
C -0.61 -2.17 3.15
C 0.26 -0.98 3.58
O 0.80 -0.41 2.31
C 2.20 -0.75 1.98
H -4.28 0.19 1.00
H -4.27 1.21 -0.46
H -3.10 1.51 0.91
H -2.55 -1.90 -1.05
H -3.96 -1.83 0.13
H -1.31 -3.03 0.71
H -2.96 -3.03 1.53
H 0.01 -2.98 2.66
H -1.19 -2.66 3.91
H 1.10 -1.34 4.22
H -0.35 -0.15 4.06
H 2.31 -1.12 0.93
H 2.61 -1.58 2.56
H 2.91 0.08 2.05
C 0.58 -1.08 -1.62
N 0.53 0.28 -2.12
C 0.29 0.44 -3.50
C 0.68 1.31 -1.23
N 0.19 1.22 0.01
N 1.56 2.30 -1.59
C 2.60 2.14 -2.65
C 1.84 3.37 -0.58
H 1.53 -1.53 -1.93
H -0.15 -1.72 -2.06
H 0.51 -1.06 -0.55
H -0.44 -0.28 -3.84
H 1.25 0.20 -4.08
H -0.01 1.45 -3.76
H 0.61 1.96 0.63
H 3.53 2.64 -2.29
H 2.24 2.46 -3.63
H 2.89 1.08 -2.83
H 2.79 3.12 -0.06
H 1.11 3.41 0.19
H 2.10 4.31 -1.12
*
```

Values from the calculation:
Frontier orbital gap (alpha / beta)   8.516 / 5.792 eV
Electronic energy   -25649.46507 eV
E_LUMO (alpha / beta)   -13.9 / -18.1 eV